{"formula": "C43H97N11O31S5", "method": "ωB97M-V with the def2-TZVPD basis set", "gap_ev": 8.793, "charge": 0, "e_tot_ev": -180196.6614, "lumo_ev": -0.28, "e_homo_ev": -9.1, "elements": ["C", "C", "O", "S", "O", "O", "O", "H", "H", "H", "H", "C", "C", "O", "S", "O", "O", "O", "H", "H", "H", "H", "C", "C", "O", "S", "O", "O", "O", "H", "H", "H", "H", "C", "C", "O", "S", "O", "O", "O", "H", "H", "H", "H", "C", "C", "O", "S", "O", "O", "O", "H", "H", "H", "H", "C", "C", "O", "N", "C", "H", "H", "H", "H", "H", "H", "H", "C", "C", "O", "N", "C", "H", "H", "H", "H", "H", "H", "H", "C", "C", "O", "N", "C", "H", "H", "H", "H", "H", "H", "H", "C", "C", "O", "N", "C", "H", "H", "H", "H", "H", "H", "H", "C", "C", "O", "N", "C", "H", "H", "H", "H", "H", "H", "H", "C", "C", "O", "N", "C", "H", "H", "H", "H", "H", "H", "H", "C", "C", "O", "N", "C", "H", "H", "H", "H", "H", "H", "H", "C", "C", "O", "N", "C", "H", "H", "H", "H", "H", "H", "H", "C", "C", "O", "N", "C", "H", "H", "H", "H", "H", "H", "H", "C", "C", "O", "N", "C", "H", "H", "H", "H", "H", "H", "H", "C", "C", "O", "N", "C", "H", "H", "H", "H", "H", "H", "H"], "positions_angstrom": [[-1.72419, -5.89027, -1.60185], [-1.25494, -5.81687, -0.13692], [0.10881, -5.52241, -0.31407], [0.81197, -6.22963, -1.67541], [0.96125, -7.64742, -1.23511], [1.92595, -5.44123, -2.17868], [-0.60467, -5.90496, -2.49196], [-2.38257, -5.06774, -1.88128], [-2.33356, -6.79038, -1.68281], [-1.29421, -6.75713, 0.41306], [-1.76635, -5.02203, 0.40604], [0.78902, -0.62931, 1.10522], [-0.51197, 0.10632, 1.19754], [-0.70780, 0.62111, -0.07118], [-0.16822, -0.41641, -1.24371], [0.31649, 0.33801, -2.41805], [-1.13656, -1.52681, -1.39720], [1.11763, -0.83331, -0.24572], [0.79982, -1.58275, 1.63335], [1.55826, 0.04613, 1.47958], [-0.57644, 0.93133, 1.90698], [-1.30948, -0.59736, 1.43609], [-0.66923, 5.74045, -1.28196], [0.38838, 6.87110, -0.99882], [-0.44554, 7.86946, -0.39486], [-1.92908, 8.02016, -1.17073], [-1.91856, 8.86331, -2.35771], [-3.00817, 8.22367, -0.19720], [-1.93263, 6.41229, -1.55731], [-0.54325, 5.09767, -0.41073], [-0.46351, 5.16678, -2.18566], [0.98732, 7.17466, -1.85744], [1.14052, 6.64855, -0.24194], [-1.59954, 2.78186, 8.42773], [-0.08700, 2.46485, 8.81694], [0.24369, 1.25820, 8.22527], [-1.08699, 0.48781, 7.53189], [-1.93592, -0.20466, 8.52338], [-0.67852, -0.08967, 6.18359], [-1.76269, 2.04494, 7.30390], [-1.76472, 3.82130, 8.14421], [-2.30613, 2.51274, 9.21285], [0.01928, 2.49663, 9.90128], [0.59715, 3.28037, 8.58248], [-5.96063, -3.67474, 6.06184], [-7.07135, -3.41635, 5.04267], [-6.73403, -2.25346, 4.42475], [-5.14969, -1.90836, 4.49146], [-4.90905, -0.44582, 4.58716], [-4.29045, -2.77003, 3.65541], [-5.06849, -2.58077, 6.01411], [-5.51971, -4.66427, 5.94140], [-6.40293, -3.76906, 7.05360], [-8.05722, -3.17036, 5.43718], [-7.19438, -4.24920, 4.35033], [-4.00355, 2.29947, -4.61066], [-4.54765, 1.54292, -5.81223], [-3.85082, 1.41951, -6.78807], [-5.71156, 0.90800, -5.70434], [-6.32603, 0.20658, -6.78984], [-3.11991, 1.73702, -4.30913], [-4.63731, 2.22024, -3.72739], [-3.67200, 3.31412, -4.83127], [-6.30628, 1.13120, -4.91911], [-5.94836, -0.80291, -6.62735], [-6.03004, 0.60611, -7.75980], [-7.41559, 0.17750, -6.77834], [3.62338, -6.62795, 2.92641], [3.77854, -5.11678, 3.10099], [3.94199, -4.46220, 2.07056], [3.98041, -4.69310, 4.33496], [4.14870, -3.20584, 4.59331], [4.32719, -7.07802, 2.22628], [2.62098, -6.96869, 2.66717], [3.84226, -7.18223, 3.83908], [3.76547, -5.28787, 5.12246], [3.73410, -3.09320, 5.59506], [3.56073, -2.65282, 3.86080], [5.20273, -2.92815, 4.59639], [4.27558, 3.52148, -1.50426], [4.95678, 4.82806, -0.96415], [5.47870, 5.71917, -1.61741], [4.98087, 4.90930, 0.36809], [5.51732, 5.95519, 1.15734], [5.05679, 2.80187, -1.74914], [3.64564, 3.81587, -2.34367], [3.63293, 3.02394, -0.77794], [4.43316, 4.26937, 0.92540], [4.76393, 6.27352, 1.87788], [6.03606, 6.75908, 0.63508], [6.28487, 5.40423, 1.70085], [-9.76389, 0.71437, -0.23627], [-8.72749, -0.41947, -0.17026], [-8.94808, -1.41346, 0.52683], [-7.59215, -0.23037, -0.81784], [-6.46301, -1.08801, -0.86558], [-10.49298, 0.33883, -0.95426], [-9.23939, 1.60022, -0.59445], [-10.16614, 0.93340, 0.75283], [-7.45845, 0.62032, -1.34562], [-5.66913, -0.34228, -0.90749], [-6.58676, -1.59960, -1.82007], [-6.36392, -1.82120, -0.06514], [1.78067, -8.28185, 7.92136], [1.50867, -6.90938, 7.34028], [2.08218, -5.93480, 7.80935], [0.58308, -6.87229, 6.35144], [-0.00161, -5.66510, 5.86696], [2.73460, -8.25749, 8.44818], [1.86202, -9.04545, 7.14779], [1.03462, -8.52498, 8.67793], [0.12832, -7.76466, 6.22123], [-0.04913, -4.88976, 6.63161], [-0.98862, -5.96499, 5.51483], [0.51109, -5.32055, 4.96889], [-8.78572, 4.61110, 2.99367], [-7.34654, 4.81370, 2.50760], [-6.86290, 5.91286, 2.47871], [-6.70551, 3.79682, 2.08879], [-5.39734, 3.72702, 1.45280], [-8.93719, 4.90135, 4.03334], [-9.19279, 3.60083, 2.95230], [-9.41896, 5.14313, 2.28369], [-7.14797, 2.89334, 2.17848], [-5.36026, 3.21058, 0.49362], [-4.69736, 3.29387, 2.16728], [-4.96551, 4.72415, 1.36688], [8.19383, -0.61712, -7.17929], [6.69530, -0.68227, -6.93745], [5.88390, -0.42440, -7.87203], [6.30806, -1.07731, -5.71063], [4.93992, -1.04099, -5.24821], [8.57674, -1.63693, -7.21757], [8.76846, -0.06155, -6.43819], [8.43086, -0.06704, -8.08997], [7.04035, -1.05418, -5.01541], [4.64992, -1.81556, -4.53826], [4.24714, -1.26651, -6.05895], [4.70544, -0.01017, -4.98265], [1.07496, 5.25233, 4.64827], [1.91513, 4.08592, 4.16411], [1.83800, 3.66442, 3.01806], [2.79140, 3.66797, 5.05413], [3.71668, 2.58980, 4.90476], [1.71542, 6.12895, 4.74544], [0.62242, 5.09129, 5.62672], [0.19493, 5.47367, 4.04442], [3.00854, 4.26719, 5.83764], [3.17160, 1.68278, 4.64343], [4.25737, 2.42021, 5.83589], [4.44368, 2.84054, 4.13229], [6.36581, -1.38032, -0.05957], [7.03404, -2.32600, -1.08318], [7.90153, -1.96477, -1.88539], [6.60135, -3.62144, -0.97433], [6.94808, -4.65506, -1.91401], [6.81786, -0.41047, -0.26728], [6.53036, -1.67011, 0.97823], [5.33734, -1.23808, -0.39142], [5.87729, -3.81179, -0.29638], [7.44520, -5.41029, -1.30527], [7.66737, -4.42068, -2.69873], [6.06597, -5.18259, -2.27690], [1.12149, -1.44647, -8.99945], [0.32652, -2.30480, -7.97627], [0.73924, -3.36638, -7.54041], [-0.83845, -1.77544, -7.53437], [-1.77977, -2.49646, -6.70095], [1.92078, -1.97355, -9.52042], [1.56678, -0.60021, -8.47634], [0.47167, -1.11550, -9.80958], [-1.09617, -0.80654, -7.65648], [-1.27285, -2.90209, -5.82539], [-2.39471, -3.27192, -7.15769], [-2.51391, -1.81428, -6.27225], [1.31104, 3.19465, -6.82058], [2.29337, 4.31936, -6.43808], [1.95712, 5.17615, -5.63324], [3.56562, 4.22510, -6.77588], [4.66591, 5.19625, -6.42793], [0.34593, 3.69212, -6.72479], [1.30895, 2.30669, -6.18843], [1.34115, 2.83930, -7.85059], [3.83843, 3.55390, -7.47958], [5.16546, 5.67846, -7.26819], [5.43165, 4.65307, -5.87413], [4.32083, 6.07805, -5.88807]], "atomic_forces_ev_per_a": [[-1.407, -0.743, 0.262], [0.843, -0.214, -1.128], [2.723, 0.822, -0.098], [-1.529, -0.651, 2.978], [-0.264, 3.370, -2.116], [-2.541, -1.641, 0.799], [1.624, -0.840, 0.108], [0.477, 0.232, -0.085], [0.240, -0.214, -0.537], [-0.484, -0.105, -0.165], [0.353, 0.055, 0.012], [1.476, 0.339, 1.251], [-1.275, -0.971, 0.747], [-0.550, 0.553, -3.180], [0.100, 0.059, 0.101], [-1.272, -1.983, 3.221], [2.432, 2.559, 0.392], [-1.360, -0.260, -2.675], [-0.034, 0.109, 0.006], [0.302, -0.325, 0.199], [0.426, -0.079, -0.074], [-0.260, 0.001, 0.041], [1.547, 0.859, -0.716], [-0.742, -0.447, -0.261], [-1.372, 1.525, -0.927], [-0.850, -0.836, 0.873], [0.604, -1.647, 1.962], [2.679, -0.250, -1.694], [0.528, 0.675, 0.594], [-1.480, -0.092, 0.151], [0.170, 0.078, 0.126], [-0.631, 0.530, -0.336], [-0.393, -0.451, 0.185], [1.564, 0.812, 1.441], [-1.419, 2.132, 1.602], [-0.436, -2.424, -0.862], [-0.187, 1.169, -1.817], [2.481, 1.289, -2.460], [-1.522, 1.997, 5.267], [-0.595, -3.623, -2.567], [0.203, 0.001, 0.138], [0.075, -0.134, 0.137], [-0.241, -0.948, 0.237], [0.088, -0.274, -1.167], [-0.872, -1.030, 1.183], [-0.954, -1.489, 0.622], [1.901, 3.148, -2.723], [1.961, 0.353, 1.305], [-1.077, -4.211, -0.508], [-2.335, 2.038, 1.180], [0.303, 0.696, -1.041], [0.658, 0.293, -0.618], [0.172, 0.644, 0.203], [0.082, -0.469, 0.532], [0.178, 0.055, -0.181], [-0.049, -0.803, 0.498], [1.226, 0.569, 0.679], [0.672, -0.013, -1.358], [-2.028, 1.069, 1.305], [0.389, -1.094, -0.347], [0.251, 0.055, -0.177], [-0.311, 0.493, -0.080], [-0.351, -0.108, -0.092], [0.249, 0.036, -0.097], [-0.326, -0.413, -0.999], [0.269, -0.104, 0.167], [0.083, 0.264, 0.490], [-0.276, -0.904, 1.013], [1.242, -2.013, -2.735], [-0.463, 0.644, 0.868], [-0.027, 2.434, 1.097], [-0.530, -1.957, 0.443], [-0.090, 0.669, -0.375], [-0.082, 0.427, -0.325], [-0.020, 0.184, 0.432], [0.030, 0.099, -0.184], [0.089, 0.468, -0.062], [0.246, -0.031, 0.059], [-0.131, 0.015, -0.207], [0.351, 1.209, 0.280], [-0.113, -0.249, -0.404], [-0.306, -0.678, -0.722], [-1.528, -0.968, 0.395], [1.253, -0.305, 1.035], [-0.054, 0.165, -0.444], [0.334, -0.282, -0.252], [0.029, 0.259, 0.251], [0.040, -0.209, -0.435], [0.108, 0.501, -0.124], [-0.610, -0.137, -0.272], [0.399, 0.668, 0.699], [1.313, -0.552, -0.445], [-1.715, -0.518, 2.304], [0.302, 0.377, -0.685], [-0.241, 1.476, -0.291], [0.278, -0.112, -0.939], [-0.365, 0.506, 0.197], [-0.442, 0.224, -0.246], [-0.148, -0.358, -0.216], [-0.379, -0.091, 0.229], [0.798, -0.886, 0.035], [0.853, -0.487, -0.004], [-0.216, 0.438, 0.100], [0.507, -0.030, 0.008], [0.565, 0.082, 0.903], [-0.373, 0.116, -0.685], [0.707, -1.008, 0.898], [-0.621, -0.113, -0.900], [-0.041, 0.156, -0.110], [-0.322, -0.137, 0.080], [-0.200, -0.140, -0.230], [-0.148, 0.373, -0.303], [0.021, -0.097, -0.102], [-0.248, 0.484, 0.180], [0.227, 0.349, 0.146], [-0.241, -0.644, -0.247], [-2.434, 2.496, 1.385], [0.444, 2.090, 0.181], [1.711, -5.427, -2.057], [0.794, 1.059, 1.134], [0.155, 0.577, -0.270], [0.485, -0.413, -0.133], [-0.004, 0.508, 0.397], [-0.055, 0.167, 0.049], [-0.341, 0.002, 0.154], [0.011, -0.634, -0.162], [-0.525, 0.181, -0.414], [0.195, 0.310, -0.002], [-1.621, 0.870, -2.617], [1.683, -0.571, 2.222], [0.508, -0.321, 0.441], [-0.849, 0.213, -1.008], [0.138, 0.060, -0.130], [-0.278, -0.222, 0.556], [-0.427, -0.439, -0.239], [-0.175, -0.204, 0.106], [0.701, 0.372, 0.532], [0.381, 0.103, -0.462], [-0.277, -0.170, 0.680], [-0.622, 0.196, 0.455], [-1.156, 1.247, -1.519], [-0.041, -0.507, 0.176], [1.156, -0.008, 2.293], [0.318, -0.448, -0.655], [-0.093, 0.147, -0.172], [0.373, -0.286, 0.286], [0.514, -0.071, -0.553], [-0.563, 0.002, -0.096], [0.206, -0.043, -0.122], [-0.178, 0.080, -0.014], [0.106, -0.336, -0.150], [0.817, 0.470, -1.601], [0.481, -0.381, 0.272], [-1.154, -0.290, 0.692], [0.070, 1.604, -0.606], [0.353, -1.611, 0.978], [0.215, 0.009, 0.376], [-0.393, -0.099, -0.167], [-0.293, -0.386, 0.619], [0.037, -0.051, -0.140], [0.290, -0.378, -0.158], [-0.473, 0.700, 0.143], [-0.098, 0.417, -0.419], [-0.520, -0.344, 0.164], [1.169, 0.023, -0.152], [-0.181, 0.018, -0.437], [-1.318, 0.454, -0.067], [-0.017, 0.073, 1.241], [-0.027, -0.393, 0.598], [-0.095, 0.135, -0.107], [-0.220, 0.356, 0.250], [0.420, -0.177, -0.545], [0.106, -0.359, -0.148], [0.521, -0.150, -0.514], [0.140, 0.426, -0.249], [-0.470, 0.851, -0.663], [-0.820, -0.482, 2.027], [-0.806, 0.325, -0.162], [3.011, 0.458, -1.643], [-0.662, -0.243, 0.041], [-0.112, -0.245, 0.149], [0.393, 0.307, 0.309], [0.458, 0.105, -0.114], [-0.169, -0.046, 0.138], [-0.260, -0.626, -0.653], [-0.132, 0.175, 0.202], [-0.446, -0.637, 0.461]], "lowdin_charge": [-0.17, -0.18, -0.25, 0.79, -0.27, -0.22, -0.20, 0.13, 0.12, 0.12, 0.13, -0.20, -0.21, -0.21, 0.78, -0.25, -0.27, -0.19, 0.14, 0.13, 0.14, 0.13, -0.13, -0.16, -0.22, 0.74, -0.25, -0.26, -0.22, 0.12, 0.13, 0.13, 0.12, -0.22, -0.20, -0.20, 0.86, -0.25, -0.27, -0.21, 0.13, 0.12, 0.12, 0.12, -0.19, -0.21, -0.19, 0.76, -0.25, -0.26, -0.19, 0.13, 0.13, 0.14, 0.13, 0.01, -0.59, 0.04, -0.01, -0.07, 0.08, 0.06, 0.09, 0.13, 0.09, 0.09, 0.08, -0.01, -0.58, 0.01, 0.03, -0.02, 0.08, 0.08, 0.06, 0.12, 0.08, 0.07, 0.08, 0.02, -0.53, 0.03, -0.03, -0.08, 0.08, 0.08, 0.06, 0.13, 0.08, 0.09, 0.08, 0.01, -0.56, 0.02, -0.03, -0.06, 0.08, 0.06, 0.08, 0.13, 0.09, 0.09, 0.09, -0.01, -0.56, 0.03, -0.01, -0.07, 0.08, 0.08, 0.09, 0.13, 0.09, 0.09, 0.08, 0.00, -0.63, 0.06, 0.01, -0.04, 0.08, 0.06, 0.08, 0.14, 0.08, 0.08, 0.09, -0.01, -0.52, -0.01, 0.00, -0.07, 0.08, 0.07, 0.08, 0.13, 0.08, 0.08, 0.09, 0.00, -0.58, 0.03, -0.01, -0.07, 0.08, 0.07, 0.08, 0.14, 0.09, 0.09, 0.08, 0.00, -0.52, 0.01, 0.00, -0.08, 0.07, 0.08, 0.08, 0.13, 0.08, 0.09, 0.08, 0.00, -0.54, 0.04, 0.00, -0.08, 0.08, 0.07, 0.07, 0.13, 0.08, 0.08, 0.07, 0.00, -0.58, 0.01, 0.02, -0.04, 0.07, 0.08, 0.07, 0.13, 0.07, 0.08, 0.08]}